(1)
20
Properties=species:S:1:pos:R:3:forces:R:3 method="wB97M-V/def2-TZVPD" lumo_ha="0.03551 / -0.02191" de_lowest_kj_mol=95.1 orbital_gap_ev="8.731 / 8.673" total_energy_ev=-9383.7039 spin_multiplicity=2
H -0.858093 1.453071 2.755970 0.275 -1.093 0.554
H -2.497870 0.744620 -0.611114 0.020 -0.225 0.415
H 1.382662 0.596637 -2.185195 -0.243 -1.232 0.986
H -0.173386 1.796629 -1.181560 -0.432 -1.163 -0.088
C 2.655191 0.191565 -0.440790 0.418 -0.753 -0.612
N -1.023968 -1.425726 1.175835 -2.064 2.783 0.303
H 1.462206 -1.165025 -1.793299 0.305 0.258 0.031
C -0.011912 -1.145211 0.294604 -2.447 -1.341 0.849
O -3.368682 0.437047 -0.256747 0.066 0.343 -0.328
C 1.383146 -0.171655 -1.333796 1.351 1.803 -1.499
H -3.948052 1.163003 -0.513931 -0.196 -0.192 0.175
H -0.685696 0.775891 3.105568 -0.267 1.109 -0.559
H -1.810328 -0.677000 1.296480 1.942 -1.813 -0.665
C 0.049629 -0.114724 -0.614269 1.123 3.733 -0.836
H -1.393534 -2.356923 1.263417 0.384 -0.194 0.072
H 3.226853 -0.754551 -0.182196 -0.310 1.264 -0.558
H 0.738018 -1.916079 0.296446 0.302 -0.061 -0.356
H 3.349991 1.047159 -0.803032 -1.226 -1.738 0.238
H 2.245963 0.504336 0.490868 -0.141 0.517 0.922
N -0.722132 1.016941 -0.763254 1.140 -2.005 0.956


(2)
20
Properties=species:S:1:pos:R:3:forces:R:3 method="wB97M-V/def2-TZVPD" lumo_ha="0.00404 / 0.00149" de_lowest_kj_mol=227.4 orbital_gap_ev="3.223 / 6.498" total_energy_ev=-9382.3327 spin_multiplicity=2
H 1.700027 1.518654 1.060205 0.683 0.342 0.414
H -1.035266 1.740939 0.757858 0.103 0.143 0.240
H 0.143266 2.168844 -0.497346 0.277 0.330 0.322
H -1.353824 -0.312188 -0.364918 -0.086 0.223 0.288
H 1.807577 -2.443081 0.634212 0.002 -0.040 0.117
N 1.282241 -1.711905 1.100796 0.038 -0.101 0.393
H -3.943974 0.490532 -0.318555 0.271 0.049 -0.170
H 2.474182 0.397979 -1.322146 0.006 -0.009 -0.130
H 1.659559 -1.649018 2.069662 -0.203 0.133 -0.878
N -0.709035 0.365687 -0.772892 -1.422 -0.497 0.268
C 1.977325 -0.504255 -0.969372 -0.227 0.373 -0.640
H -1.215944 0.787165 -1.539100 -0.028 0.164 -0.281
H -4.197174 -0.957829 -0.109898 0.335 -0.240 -0.166
C 1.417791 -0.502243 0.315494 0.536 -0.697 1.187
H 0.109285 -0.210712 -1.105246 1.102 0.164 -0.399
C -0.185394 1.385371 0.180938 -0.318 -0.353 -0.983
H 0.540825 0.474083 1.961099 0.365 0.110 0.182
O -3.535392 -0.367805 -0.497991 -0.631 0.204 0.364
C 0.965507 0.726647 0.988750 -1.036 -0.167 -0.367
H 2.098419 -1.396865 -1.571551 0.234 -0.130 0.239


(3)
20
Properties=species:S:1:pos:R:3:forces:R:3 method="wB97M-V/def2-TZVPD" lumo_ha=-0.11784 de_lowest_kj_mol=340.2 orbital_gap_ev=10.664 charge=+1 total_energy_ev=-9378.0580 smiles=CNC[C@@H]([NH3+])CO
H 1.043513 -2.100857 1.731484 0.016 0.654 -0.398
H -0.903527 -2.066196 0.083171 0.576 1.804 0.593
C -1.194970 0.702328 -1.177001 1.374 -1.113 0.207
H 0.433135 1.410331 1.559373 0.479 -0.780 -1.496
H 1.194825 -1.561806 -1.149618 -0.305 -0.745 -0.104
H -1.867633 2.515461 -1.046521 1.457 0.009 -0.187
O -0.960300 2.113475 -1.078289 -2.812 0.708 -1.249
H -1.039689 -1.138471 1.704456 0.923 -0.750 -1.507
N 0.501147 1.101119 0.539913 1.091 1.761 1.826
H -0.511377 0.272046 -1.992717 -1.552 0.604 0.692
H 2.568014 -1.132889 -0.213690 0.641 -0.176 -0.475
H 2.176458 -2.821349 -0.126263 -0.637 -0.056 -0.419
N 0.957285 -1.344283 1.037202 0.198 -2.309 -1.725
H -1.653033 0.670076 0.769725 2.744 -0.445 -0.193
C -0.661093 0.293582 0.220158 -4.554 -0.723 0.205
C -0.461757 -1.193525 0.703318 -1.054 0.147 1.747
H 1.355617 0.465201 0.462836 -0.939 1.045 0.351
H 0.465999 2.044102 0.004877 0.099 -1.960 0.414
C 1.738300 -1.830683 -0.250863 0.264 1.901 2.468
H -2.311794 0.408491 -1.174281 1.990 0.422 -0.750